Formula: C2H11N3O
Source: OMol25
Level of theory: the ωB97M-V functional and the def2-TZVPD basis

```
17
Properties=species:S:1:pos:R:3:forces:R:3:mulliken_charge:R:1
O -1.9686 -1.1692 0.3594 0.6 -0.4 1.9 -0.50
N -2.6933 -0.8427 2.6284 -0.7 -0.5 -0.1 -0.63
N 2.3252 1.2062 -2.6966 -0.2 1.4 0.1 -0.54
N 3.0010 0.1769 -0.6219 0.1 -1.5 0.5 -0.67
C -3.0975 -1.0082 1.2314 0.6 1.2 -0.9 -0.16
C 2.0890 1.1141 -1.2674 0.0 -0.3 -0.2 -0.18
H 2.6331 0.3879 -3.1814 0.1 -0.5 0.2 0.20
H -3.5484 -0.0804 0.8582 -0.5 -0.3 -0.1 0.25
H -1.3070 -1.4986 1.0114 -0.2 0.0 -1.1 0.31
H -2.0402 -0.0823 2.7592 0.1 0.2 -0.4 0.23
H -3.5450 -0.5469 3.1082 0.3 -0.3 0.3 0.24
H 2.9095 0.0737 0.3872 -0.1 1.1 0.2 0.24
H 2.9481 1.9789 -2.8846 0.2 -0.3 -0.2 0.22
H 1.0301 0.8592 -1.1589 0.0 0.0 0.4 0.18
H -3.7467 -1.8764 1.1164 -0.2 0.1 0.3 0.27
H 2.7137 -0.7829 -0.8243 0.1 0.2 -0.8 0.24
H 2.2972 2.0908 -0.8246 -0.3 0.0 -0.1 0.32
```
Forces are in eV/Å.

As for the SMILES: NCN.NCO. The calculation puts the HOMO energy at -9.2 eV. Its energy relative to the best compared isomer or geometry (same formula, charge and spin) is 13.9 kcal per mole. Its spin multiplicity is 1.